22
Properties=species:S:1:pos:R:3:forces:R:3:nbo_charge:R:1 method="wB97M-V/def2-TZVPD" smiles="CN=C=C(C[NH2+]C)NC#[NH+]" total_charge=+2 lumo_ha=-0.2630 multiplicity=1 orbital_gap_ev=9.39 homo_energy_ev=-16.5
C 3.8519 -1.2998 0.2238 1.684 -0.673 0.056 -0.46
N 2.5813 -0.7382 0.3002 -1.963 0.659 -0.847 -0.23
C 1.6446 -0.2741 -0.2491 0.951 0.772 1.483 0.47
C 0.4879 0.3796 -0.4922 -1.226 0.062 -0.393 -0.22
C -0.6772 -0.4231 -1.0162 0.529 0.188 -0.148 -0.24
N -1.4672 -1.0903 0.0870 -0.095 -0.441 -0.038 -0.49
C -2.3603 -0.1858 0.8396 -0.540 0.482 0.462 -0.43
N 0.4414 1.8184 -0.8040 0.241 -1.186 -1.618 -0.59
C 0.3492 2.9029 -0.1385 0.522 0.949 1.280 0.77
N 0.4418 3.9256 0.3993 -0.134 -1.015 -0.496 -0.44
H 4.5131 -0.6844 0.8400 0.011 -0.111 -0.079 0.27
H 3.8257 -2.2905 0.6816 0.021 0.062 -0.047 0.26
H 4.2390 -1.3615 -0.7948 -0.109 0.021 0.082 0.24
H -1.3711 0.2076 -1.5758 -0.012 -0.139 0.071 0.25
H -0.3342 -1.2260 -1.6756 -0.156 0.053 0.108 0.25
H -0.8107 -1.5361 0.7417 -0.176 0.033 -0.214 0.44
H -2.0382 -1.8404 -0.3260 0.188 0.083 0.139 0.45
H -2.8500 -0.7257 1.6479 0.100 -0.092 -0.052 0.26
H -1.7867 0.6325 1.2678 0.126 -0.071 -0.054 0.23
H -3.1290 0.2113 0.1791 0.102 -0.067 -0.108 0.24
H 0.4665 1.9981 -1.8143 0.069 0.176 0.247 0.46
H 0.1316 4.7835 0.8173 -0.135 0.257 0.167 0.50